Record 1
{
  "formula": "C6H7Cl",
  "method": "ωB97M-V/def2-TZVPD",
  "lumo_energy_ev": -0.206,
  "max_force_ha_per_bohr": 0.115,
  "homo_energy_ha": -0.2969,
  "smiles": "C=C/C=C/C=C\\Cl",
  "orbital_gap_ev": 7.87,
  "relative_energy_ev": 4.910,
  "species": ["C", "C", "C", "C", "C", "C", "H", "H", "H", "H", "H", "H", "H", "Cl"],
  "coordinates": [[2.897, 0.445, 0.071], [1.645, 1.064, -0.112], [0.221, 0.542, -0.089], [-0.254, -0.822, -0.164], [-1.787, -1.131, -0.007], [-2.734, -0.153, 0.019], [3.789, 1.049, 0.634], [1.805, 2.239, -0.419], [-0.724, 1.290, -0.017], [0.565, -1.754, -0.473], [-2.111, -2.312, 0.250], [-2.330, 0.885, 0.145], [-4.037, -0.191, 0.183], [3.054, -1.150, -0.025]],
  "forces_ev_per_a": [[-1.7, 5.4, 1.7], [1.4, 2.0, -0.7], [-1.9, -2.6, -0.7], [1.9, 1.1, -0.6], [-0.4, -1.9, 0.8], [-1.9, 0.1, 1.2], [-2.1, -1.3, -2.2], [-0.8, -2.9, 1.5], [3.2, -1.3, 0.0], [-2.9, 2.9, 1.2], [1.0, 3.4, -1.2], [-1.0, -0.9, -0.7], [4.5, -0.4, -0.5], [0.7, -3.6, 0.2]]
}


Record 2
{
  "formula": "C60H57N2O2",
  "method": "ωB97M-V/def2-TZVPD",
  "lumo_energy_ev": -4.732,
  "max_force_ha_per_bohr": 0.016,
  "homo_energy_ha": -0.3729,
  "charge": 1,
  "orbital_gap_ev": 5.42,
  "species": ["C", "C", "C", "C", "C", "C", "C", "C", "C", "C", "N", "C", "C", "N", "C", "C", "C", "C", "C", "C", "O", "O", "H", "H", "H", "H", "H", "H", "H", "H", "H", "H", "H", "H", "H", "H", "H", "C", "C", "C", "C", "C", "C", "H", "H", "H", "H", "H", "H", "C", "C", "C", "C", "C", "C", "H", "H", "H", "H", "H", "H", "C", "C", "C", "C", "C", "C", "H", "H", "H", "H", "H", "H", "C", "C", "C", "C", "C", "C", "H", "H", "H", "H", "H", "H", "C", "C", "C", "C", "C", "C", "H", "H", "H", "H", "H", "H", "C", "C", "C", "C", "C", "C", "H", "H", "H", "H", "H", "H", "C", "C", "C", "C", "C", "C", "H", "H", "H", "H", "H", "H"],
  "coordinates": [[-8.036, -1.730, 3.386], [-7.058, -1.112, 3.069], [-5.922, -0.258, 2.721], [-5.423, -0.432, 1.281], [-5.353, -1.899, 0.837], [-5.147, -2.006, -0.658], [-3.940, -2.494, -1.155], [-2.819, -3.030, -0.356], [-2.949, -4.139, 0.478], [-1.817, -4.585, 1.140], [-0.610, -4.033, 1.033], [-0.489, -2.988, 0.217], [-1.564, -2.464, -0.480], [-3.723, -2.484, -2.486], [-4.612, -2.055, -3.380], [-5.841, -1.586, -2.958], [-6.773, -1.204, -3.971], [-7.694, -1.144, -4.737], [-6.109, -1.543, -1.574], [-7.426, -0.922, -1.152], [-7.799, 0.078, -1.684], [-8.102, -1.455, -0.125], [-8.842, -2.403, 3.568], [-6.222, 0.783, 2.862], [-5.124, -0.453, 3.441], [-6.000, 0.187, 0.592], [-4.405, -0.034, 1.245], [-4.516, -2.365, 1.348], [-6.242, -2.446, 1.146], [-3.897, -4.648, 0.590], [-1.903, -5.446, 1.794], [0.493, -2.540, 0.123], [-1.406, -1.615, -1.138], [-2.824, -2.837, -2.810], [-4.362, -2.093, -4.430], [-8.436, -1.014, -5.495], [-7.960, -2.407, -0.035], [1.825, -4.177, -4.641], [0.673, -3.813, -5.323], [-0.568, -3.962, -4.718], [-0.649, -4.467, -3.427], [0.505, -4.830, -2.743], [1.742, -4.689, -3.352], [2.791, -4.067, -5.117], [0.741, -3.420, -6.329], [-1.467, -3.695, -5.260], [-1.617, -4.599, -2.950], [0.436, -5.228, -1.738], [2.642, -4.979, -2.824], [3.210, -3.205, 1.245], [4.177, -2.955, 2.208], [5.343, -2.284, 1.862], [5.539, -1.860, 0.554], [4.572, -2.110, -0.409], [3.409, -2.785, -0.064], [2.302, -3.733, 1.514], [4.023, -3.282, 3.229], [6.099, -2.090, 2.611], [6.448, -1.336, 0.288], [4.726, -1.780, -1.429], [2.659, -2.986, -0.821], [-7.762, 3.702, 4.144], [-7.089, 4.872, 4.467], [-6.682, 5.739, 3.462], [-6.951, 5.438, 2.134], [-7.625, 4.269, 1.810], [-8.029, 3.401, 2.815], [-8.082, 3.026, 4.928], [-6.885, 5.110, 5.503], [-6.157, 6.651, 3.715], [-6.638, 6.118, 1.352], [-7.840, 4.036, 0.774], [-8.557, 2.488, 2.563], [-11.150, -0.088, -7.855], [-10.382, 0.970, -7.385], [-9.699, 1.785, -8.278], [-9.789, 1.545, -9.642], [-10.559, 0.490, -10.112], [-11.238, -0.328, -9.220], [-11.686, -0.721, -7.159], [-10.321, 1.163, -6.321], [-9.099, 2.608, -7.911], [-9.262, 2.183, -10.339], [-10.632, 0.307, -11.176], [-11.838, -1.150, -9.587], [5.475, 0.526, 5.831], [6.245, 1.641, 6.137], [6.676, 2.486, 5.123], [6.329, 2.223, 3.805], [5.558, 1.111, 3.498], [5.137, 0.260, 4.511], [5.146, -0.138, 6.620], [6.514, 1.847, 7.164], [7.288, 3.347, 5.360], [6.668, 2.883, 3.016], [5.290, 0.901, 2.470], [4.542, -0.612, 4.269], [11.966, 0.610, 2.569], [10.829, 0.987, 1.869], [9.580, 0.882, 2.466], [9.468, 0.408, 3.765], [10.606, 0.032, 4.466], [11.854, 0.130, 3.868], [12.940, 0.691, 2.104], [10.918, 1.366, 0.858], [8.691, 1.175, 1.920], [8.493, 0.335, 4.231], [10.519, -0.335, 5.481], [12.741, -0.165, 4.413], [10.010, 5.494, 1.006], [10.719, 4.528, 1.707], [12.024, 4.779, 2.107], [12.618, 5.997, 1.809], [11.909, 6.963, 1.108], [10.605, 6.711, 0.705], [8.992, 5.297, 0.692], [10.255, 3.582, 1.948], [12.575, 4.023, 2.652], [13.635, 6.195, 2.123], [12.373, 7.914, 0.877], [10.053, 7.464, 0.156]],
  "forces_ev_per_a": [[0.3, -0.4, -0.4], [-0.3, 0.3, 0.1], [-0.2, 0.0, 0.1], [0.4, 0.0, 0.1], [0.1, 0.1, -0.2], [-0.2, 0.1, 0.2], [0.0, 0.0, -0.1], [0.1, -0.3, 0.3], [-0.1, 0.2, -0.2], [0.0, -0.3, 0.2], [0.0, 0.1, -0.2], [-0.1, -0.2, 0.3], [0.2, 0.5, -0.5], [0.0, 0.0, 0.1], [-0.1, 0.1, -0.1], [0.0, 0.2, 0.0], [-0.5, -0.5, 0.4], [0.3, 0.3, -0.4], [0.3, -0.4, -0.3], [-0.1, 0.4, 0.1], [0.2, 0.0, 0.1], [-0.2, -0.3, -0.4], [-0.1, 0.2, 0.2], [0.1, 0.0, 0.0], [0.1, 0.0, -0.1], [-0.2, -0.1, 0.1], [-0.1, 0.1, -0.1], [0.0, -0.1, 0.0], [0.0, 0.1, 0.0], [0.0, 0.0, 0.1], [0.1, 0.0, 0.0], [0.0, 0.0, 0.0], [0.0, 0.0, 0.1], [0.0, 0.0, 0.0], [0.2, -0.1, 0.0], [-0.1, 0.0, 0.1], [0.1, 0.1, 0.1], [0.0, 0.0, 0.0], [0.0, 0.0, 0.0], [0.0, 0.0, 0.1], [0.0, 0.1, 0.0], [0.0, 0.0, 0.1], [0.0, 0.0, 0.0], [0.0, 0.0, 0.0], [0.0, 0.0, 0.0], [0.0, 0.0, 0.0], [0.0, -0.1, 0.0], [0.0, 0.0, 0.0], [0.0, 0.0, 0.0], [-0.1, 0.0, 0.0], [0.0, 0.0, 0.0], [0.0, 0.0, 0.0], [0.0, 0.0, 0.0], [0.0, 0.0, 0.0], [0.0, 0.0, 0.0], [0.0, 0.0, 0.0], [0.0, 0.0, 0.0], [0.0, 0.0, 0.0], [0.0, 0.0, 0.0], [0.0, 0.0, 0.0], [0.0, 0.0, 0.0], [0.0, 0.0, 0.0], [0.0, 0.0, 0.0], [0.0, 0.0, 0.0], [0.0, 0.0, 0.0], [0.0, 0.0, 0.0], [0.0, -0.1, 0.0], [0.0, 0.0, 0.0], [0.0, 0.0, 0.0], [0.0, 0.0, 0.0], [0.0, 0.0, 0.0], [0.0, 0.0, 0.0], [0.0, 0.0, 0.0], [0.0, 0.0, 0.0], [0.0, 0.0, 0.1], [0.0, 0.0, 0.0], [0.0, 0.0, 0.0], [0.0, 0.0, 0.0], [0.0, 0.0, 0.0], [0.0, 0.0, 0.0], [0.0, 0.0, 0.0], [0.0, 0.0, 0.0], [0.0, 0.0, 0.0], [0.0, 0.0, 0.0], [0.0, 0.0, 0.0], [0.0, 0.0, 0.0], [0.0, 0.0, 0.0], [0.0, 0.0, 0.0], [0.0, 0.0, 0.0], [0.0, 0.0, 0.0], [0.0, 0.0, 0.0], [0.0, 0.0, 0.0], [0.0, 0.0, 0.0], [0.0, 0.0, 0.0], [0.0, 0.0, 0.0], [0.0, 0.0, 0.0], [0.0, 0.0, 0.0], [0.0, 0.0, 0.0], [0.0, -0.1, 0.0], [0.0, 0.0, 0.0], [-0.1, 0.0, 0.0], [0.0, 0.0, 0.0], [0.0, 0.0, 0.0], [0.0, 0.0, 0.0], [0.0, 0.0, 0.0], [0.0, 0.0, 0.0], [0.0, 0.0, 0.0], [0.0, 0.0, 0.0], [0.0, 0.0, 0.0], [0.0, 0.0, 0.0], [-0.1, 0.1, 0.0], [0.0, 0.0, 0.0], [0.0, 0.0, 0.0], [0.0, 0.0, 0.0], [0.0, 0.0, 0.0], [0.0, 0.0, 0.0], [0.0, 0.0, 0.0], [0.0, 0.0, 0.0], [0.0, 0.0, 0.0], [0.0, 0.0, 0.0], [0.0, 0.0, 0.0]]
}


Record 3
{
  "formula": "C4H11N4",
  "method": "ωB97M-V/def2-TZVPD",
  "lumo_energy_ev": -6.256,
  "max_force_ha_per_bohr": 0.112,
  "homo_energy_ha": -0.4550,
  "smiles": "CNC/N=C(\\C)N=[NH2+]",
  "charge": 1,
  "orbital_gap_ev": 6.13,
  "relative_energy_ev": 5.985,
  "species": ["C", "C", "C", "C", "N", "N", "N", "N", "H", "H", "H", "H", "H", "H", "H", "H", "H", "H", "H"],
  "coordinates": [[-1.229, -0.118, 0.196], [1.012, 1.514, 0.024], [-0.801, -1.512, -0.194], [2.661, -0.318, 0.463], [-0.509, 0.958, 0.231], [-2.581, -0.222, 0.417], [-3.393, 0.508, -0.111], [1.841, 0.560, -0.426], [0.909, 2.320, -0.561], [1.432, 1.943, 0.948], [-1.627, -2.245, -0.003], [0.048, -1.820, 0.412], [-0.251, -1.451, -1.063], [3.538, 0.213, 0.748], [1.873, -0.760, 1.099], [2.997, -1.208, -0.038], [-4.403, 0.293, -0.052], [-3.170, 1.218, -0.814], [1.654, 0.127, -1.276]],
  "forces_ev_per_a": [[5.4, 1.7, -1.2], [-0.8, -3.5, 3.1], [-0.4, -0.7, 2.9], [-2.7, 0.0, -1.1], [-2.7, 0.2, 0.8], [-1.7, 0.1, 1.4], [-1.3, 0.4, -1.3], [3.0, -1.3, -0.1], [-1.2, 2.7, -2.7], [-0.9, -0.5, 0.3], [1.0, 0.4, -1.0], [-0.2, -0.1, 1.0], [0.0, -0.3, -2.8], [0.3, 0.3, 1.3], [1.2, 0.5, 1.3], [0.2, -0.1, -0.9], [0.5, 0.0, 0.6], [0.6, 0.3, 0.2], [-0.4, -0.3, -1.7]]
}